C14H26HfLiNO7 | wB97M-V/def2-TZVPD

Structure (XYZ):
```
50
Properties=species:S:1:pos:R:3
Hf -23.39 -10.13 24.91
Li -16.22 -15.08 21.46
N -19.91 -12.03 22.79
O -21.04 -12.60 22.99
O -18.94 -12.66 22.32
O -19.96 -10.92 23.24
C -12.98 -14.00 19.65
O -13.52 -14.10 20.93
C -12.57 -14.28 22.00
C -13.10 -13.65 23.25
O -14.32 -14.28 23.61
C -14.97 -13.90 24.83
H -11.96 -13.62 19.60
H -13.63 -13.33 19.08
H -12.90 -14.97 19.17
H -11.65 -13.75 21.73
H -12.39 -15.33 22.21
H -13.36 -12.61 23.09
H -12.35 -13.70 24.03
H -16.05 -13.95 24.71
H -14.68 -12.89 25.13
H -14.61 -14.66 25.53
C -16.05 -1.61 20.40
O -16.50 -2.74 19.58
C -17.92 -2.90 19.54
C -18.34 -4.10 18.63
O -18.17 -5.36 19.27
C -19.07 -6.38 18.80
H -16.53 -1.57 21.37
H -16.24 -0.71 19.81
H -14.99 -1.72 20.63
H -18.34 -1.98 19.15
H -18.31 -3.03 20.55
H -17.69 -4.21 17.76
H -19.32 -3.99 18.16
H -20.11 -6.07 18.73
H -19.00 -7.14 19.58
H -18.70 -6.76 17.85
C -14.98 -5.92 24.22
C -15.79 -6.84 24.87
C -15.29 -7.52 26.03
C -14.07 -7.22 26.56
C -13.32 -6.24 25.97
C -13.71 -5.63 24.79
H -15.32 -5.42 23.33
H -16.74 -7.05 24.40
H -15.96 -8.26 26.46
H -13.78 -7.68 27.49
H -12.42 -5.82 26.40
H -13.08 -4.90 24.29
```

For the highest occupied orbital energy, the calculation gives -0.6490 Ha. The gap between HOMO and LUMO comes out at 1.458 eV. The charge is +4. The strongest force on any atom comes out at 3.9 eV/Å. The value obtained for the LUMO energy is -16.20 eV.

=====

C5H9NO2 | wB97M-V/def2-TZVPD

Structure (XYZ):
```
17
Properties=species:S:1:pos:R:3
C -0.28 0.43 -0.61
C 1.08 0.03 -1.06
C 0.78 -0.94 1.79
C -0.89 1.60 -1.29
C -1.13 -0.33 0.23
N -0.51 -1.21 1.18
O -1.20 -2.09 1.72
O -2.35 -0.30 0.18
H -0.22 2.46 -1.23
H 1.13 0.09 -2.15
H 1.85 0.71 -0.69
H 1.35 -0.99 -0.76
H 1.47 -1.75 1.54
H 0.64 -0.94 2.87
H 1.18 0.03 1.48
H -1.86 1.82 -0.85
H -1.04 1.38 -2.35
```

For the highest occupied orbital energy (spin up / spin down), the calculation gives -0.3147 / -0.3202 Ha. The energy relative to the best compared isomer or geometry (same formula, charge and spin) comes out at 386.3 kJ/mol. The gap between HOMO and LUMO (spin up / spin down) comes out at 7.535 / 8.493 eV. The strongest force on any atom comes out at 1.1 eV/Å. The value obtained for the LUMO energy (spin up / spin down) is -1.03 / -0.22 eV.

=====

C9H15NO2 | wB97M-V/def2-TZVPD

Structure (XYZ):
```
27
Properties=species:S:1:pos:R:3
C -0.42 -1.03 1.53
C 0.71 -0.96 1.12
C 2.10 -0.85 0.74
C 2.74 0.47 0.51
N 2.39 -0.42 -0.60
C 3.51 -1.10 -1.22
H -1.41 -1.09 1.97
H 2.75 -1.68 1.10
H 3.79 0.57 0.78
H 2.08 1.32 0.65
H 4.49 -0.75 -0.83
H 3.46 -2.19 -1.05
H 3.50 -0.94 -2.30
C -0.07 3.01 -0.22
O -0.97 2.07 0.36
C -1.46 1.08 -0.40
C -2.48 0.25 -0.10
O -2.69 -0.84 -0.92
C -3.31 -1.94 -0.27
H -0.40 3.95 0.23
H -0.19 3.08 -1.31
H 0.96 2.69 0.04
H -0.83 0.85 -1.25
H -3.13 0.40 0.75
H -3.88 -2.49 -1.02
H -2.54 -2.60 0.17
H -4.00 -1.62 0.50
```

For the highest occupied orbital energy, the calculation gives -0.2757 Ha. The energy relative to the best compared isomer or geometry (same formula, charge and spin) comes out at 587.2 kJ/mol. The gap between HOMO and LUMO comes out at 8.534 eV. The SMILES is C#C[C@@H]1CN1C.CO/C=C/OC. The strongest force on any atom comes out at 1.5 eV/Å. The value obtained for the LUMO energy is 1.03 eV.

=====

C6H9NO | wB97M-V/def2-TZVPD

Structure (XYZ):
```
17
Properties=species:S:1:pos:R:3
O -2.66 -0.13 -0.41
C -1.89 0.62 0.28
C -0.57 0.99 -0.33
C 0.82 1.66 -0.27
C 1.66 0.50 -0.22
C 1.32 -1.00 -0.14
N -0.24 -1.36 -0.28
C -0.71 -0.13 0.46
H -2.19 -0.96 -0.82
H -2.21 1.21 1.04
H -0.74 0.55 -1.24
H 1.11 2.73 -0.16
H 2.83 0.49 0.29
H 1.79 -1.63 -1.03
H 1.84 -1.38 0.96
H -0.16 -2.13 0.54
H 0.00 -0.02 1.33
```

For the highest occupied orbital energy, the calculation gives -0.3244 Ha. The energy relative to the best compared isomer or geometry (same formula, charge and spin) comes out at 743.2 kJ/mol. The gap between HOMO and LUMO comes out at 9.585 eV. The SMILES is O[C@@H]1[C@H]2C=CCN[C@H]12. The strongest force on any atom comes out at 8.0 eV/Å. The value obtained for the LUMO energy is 0.76 eV.

=====

C31H40F5N2O3Si | wB97M-V/def2-TZVPD

Structure (XYZ):
```
82
Properties=species:S:1:pos:R:3
C 7.45 2.71 2.58
C 6.13 2.63 3.39
C 5.13 1.62 2.78
C 3.75 1.42 3.37
O 2.80 1.33 2.02
C 1.77 0.59 2.09
C 0.81 0.62 0.91
O 1.44 0.13 3.27
Si 0.78 -1.47 3.77
C 1.17 -1.54 5.62
C -1.08 -1.30 3.62
C 1.68 -2.84 2.89
H 8.06 3.54 2.96
H 8.06 1.79 2.66
H 7.22 2.89 1.52
H 6.37 2.42 4.45
H 5.64 3.61 3.37
H 5.03 1.91 1.72
H 5.61 0.63 2.81
H 3.56 0.43 3.85
H 3.28 2.25 3.92
H -0.19 0.36 1.30
H 0.69 1.71 0.65
H 0.76 -2.48 6.05
H 2.25 -1.52 5.81
H 0.71 -0.69 6.15
H -1.61 -2.19 4.01
H -1.41 -0.44 4.23
H -1.42 -1.15 2.58
H 1.19 -3.82 2.99
H 1.80 -2.67 1.81
H 2.68 -2.97 3.32
C -3.86 0.91 -5.24
N -3.41 0.67 -3.89
C -4.33 0.49 -2.90
O -5.55 0.60 -3.02
C -3.55 0.16 -1.64
C -3.86 -1.24 -1.15
C -5.28 -1.34 -0.72
C -6.22 -2.07 -1.44
F -5.81 -2.77 -2.54
C -7.57 -2.06 -1.11
F -8.46 -2.77 -1.83
C -7.98 -1.33 0.01
F -9.28 -1.32 0.36
C -7.06 -0.60 0.77
F -7.46 0.08 1.86
C -5.72 -0.63 0.40
F -4.81 0.08 1.13
N -2.17 0.36 -2.03
C -1.18 0.20 -1.11
C 0.15 0.12 -1.42
C 1.26 0.07 -0.52
C 2.65 0.10 -1.05
C 3.70 -0.22 -0.20
C 5.04 -0.18 -0.59
C 5.37 0.11 -1.91
C 4.35 0.37 -2.83
C 3.00 0.36 -2.41
C -2.00 0.48 -3.48
C -1.48 -0.79 -4.18
C -1.22 1.70 -3.97
H -4.96 0.89 -5.25
H -3.53 1.89 -5.60
H -3.50 0.14 -5.92
H -3.84 0.88 -0.87
H -3.67 -1.95 -1.96
H -3.19 -1.48 -0.31
H -1.50 0.05 -0.08
H 0.38 0.01 -2.50
H 1.00 -0.71 0.36
H 3.48 -0.50 0.82
H 5.80 -0.35 0.16
H 6.42 0.20 -2.20
H 4.63 0.60 -3.86
H 2.25 0.54 -3.17
H -2.14 -1.65 -3.97
H -1.43 -0.64 -5.27
H -0.47 -1.05 -3.83
H -1.74 2.63 -3.68
H -0.20 1.72 -3.59
H -1.16 1.69 -5.07
```

For the highest occupied orbital energy, the calculation gives -0.3649 Ha. The energy relative to the best compared isomer or geometry (same formula, charge and spin) comes out at 266.3 kJ/mol. The gap between HOMO and LUMO comes out at 6.475 eV. The charge is +1. The strongest force on any atom comes out at 5.3 eV/Å. The value obtained for the LUMO energy is -3.45 eV.

=====

H5O2 | wB97M-V/def2-TZVPD

Structure (XYZ):
```
7
Properties=species:S:1:pos:R:3
O 0.53 -1.03 -0.09
H 1.32 -0.95 0.60
H 1.16 -1.26 -0.80
O -0.66 0.94 0.17
H -0.34 1.74 0.35
H -1.39 1.08 -0.47
H 0.26 0.15 -0.32
```

For the highest occupied orbital energy, the calculation gives -0.7126 Ha. The energy relative to the best compared isomer or geometry (same formula, charge and spin) comes out at 100.7 kJ/mol. The gap between HOMO and LUMO comes out at 14.762 eV. The charge is +1. The strongest force on any atom comes out at 6.1 eV/Å. The value obtained for the LUMO energy is -4.63 eV.

=====

C29H39N2O16P | wB97M-V/def2-TZVPD

Structure (XYZ):
```
87
Properties=species:S:1:pos:R:3
C 3.61 -3.59 1.34
P 2.25 -4.89 1.58
O 2.64 -5.67 3.09
C 0.62 -3.98 1.88
C -0.54 -4.62 2.77
C -1.87 -3.83 2.99
C -2.14 -2.41 2.35
N -3.42 -1.80 2.60
C -3.50 -0.52 1.98
C -2.38 0.11 1.10
N -1.11 -0.49 0.85
C -1.02 -1.77 1.49
C 0.33 -2.58 1.28
H 4.12 -3.45 2.38
H 4.38 -3.85 0.54
H 3.18 -2.55 1.06
H 2.45 -4.96 3.76
H -0.37 -5.65 3.25
H -2.66 -4.34 3.63
H -4.46 0.10 2.12
H -2.57 1.15 0.64
H 1.16 -2.09 0.66
C 6.58 2.02 0.19
C 5.74 0.83 0.58
C 6.36 -0.49 0.23
O 5.22 -1.33 0.12
C 4.18 -0.52 -0.25
O 3.10 -0.92 -0.61
O 4.52 0.79 -0.15
H 5.99 2.94 0.25
H 7.46 2.12 0.83
H 6.92 1.94 -0.85
H 5.49 0.89 1.65
H 7.03 -0.86 1.01
H 6.89 -0.49 -0.73
C -2.87 -0.91 6.08
C -1.39 -0.97 6.37
C -0.95 -2.23 7.04
O 0.23 -1.81 7.73
C 0.06 -0.48 7.99
O 0.78 0.15 8.71
O -1.01 0.02 7.33
H -3.17 0.11 5.81
H -3.14 -1.58 5.26
H -3.46 -1.18 6.96
H -0.82 -0.77 5.45
H -0.72 -3.03 6.32
H -1.66 -2.61 7.78
C 0.86 2.60 -1.32
C -0.06 3.39 -0.40
C -1.33 3.85 -1.06
O -1.66 5.00 -0.28
C -0.49 5.50 0.20
O -0.38 6.56 0.75
O 0.54 4.63 -0.02
H 1.85 2.50 -0.86
H 0.45 1.61 -1.51
H 1.00 3.11 -2.27
H -0.25 2.82 0.51
H -2.12 3.10 -1.01
H -1.20 4.16 -2.10
C -2.85 -3.08 -2.32
C -2.87 -1.71 -2.98
C -1.83 -1.54 -4.05
O -1.65 -0.12 -4.05
C -1.94 0.30 -2.78
O -1.72 1.41 -2.37
O -2.52 -0.69 -2.05
H -3.46 -3.07 -1.41
H -3.23 -3.84 -3.00
H -1.84 -3.36 -2.02
H -3.88 -1.49 -3.35
H -2.18 -1.88 -5.03
H -0.88 -2.01 -3.82
C -1.83 3.36 -4.93
C -1.97 2.89 -6.36
C -0.73 3.08 -7.19
O -1.27 3.16 -8.50
C -2.54 3.65 -8.37
O -3.22 4.01 -9.29
O -2.93 3.67 -7.07
H -2.81 3.41 -4.44
H -1.19 2.69 -4.36
H -1.41 4.37 -4.88
H -2.31 1.85 -6.37
H -0.04 2.24 -7.10
H -0.20 4.01 -6.97
```

For the highest occupied orbital energy, the calculation gives -0.3127 Ha. The gap between HOMO and LUMO comes out at 7.110 eV. The SMILES is CP(O)c1ccc2nccnc2c1.C[C@@H]1COC(=O)O1.C[C@@H]1COC(=O)O1.C[C@@H]1COC(=O)O1.C[C@@H]1COC(=O)O1.C[C@@H]1COC(=O)O1. The strongest force on any atom comes out at 5.5 eV/Å. The value obtained for the LUMO energy is -1.40 eV.

=====

C2H6ClN2P | wB97M-V/def2-TZVPD

Structure (XYZ):
```
12
Properties=species:S:1:pos:R:3
C -0.92 1.02 -0.27
C 0.72 -0.29 1.10
N -0.96 -1.16 -0.92
N -1.60 0.01 -0.77
P 0.49 -1.63 0.03
Cl -3.15 -0.16 0.45
H -1.58 1.74 -0.06
H 0.06 1.18 -0.77
H 1.69 0.10 1.24
H 0.16 -0.40 1.96
H -1.61 -1.77 -1.42
H 1.35 -1.12 -0.88
```

For the highest occupied orbital energy (spin up / spin down), the calculation gives -0.2951 / -0.3014 Ha. The energy relative to the best compared isomer or geometry (same formula, charge and spin) comes out at 454.3 kJ/mol. The gap between HOMO and LUMO (spin up / spin down) comes out at 7.061 / 7.359 eV. The strongest force on any atom comes out at 5.0 eV/Å. The value obtained for the LUMO energy (spin up / spin down) is -0.97 / -0.84 eV.

=====

Number 1: M 505.8 g mol⁻¹, total energy -32213.7333 eV. Number 2: M 115.1 g mol⁻¹, total energy -10912.5723 eV. Number 3: M 169.2 g mol⁻¹, total energy -15155.5376 eV. Number 4: M 111.1 g mol⁻¹, total energy -9897.9009 eV. Number 5: M 611.7 g mol⁻¹, total energy -63375.3555 eV. Number 6: M 37.0 g mol⁻¹, total energy -4167.4773 eV. Number 7: M 702.6 g mol⁻¹, total energy -75730.7907 eV. Number 8: M 124.5 g mol⁻¹, total energy -26957.3393 eV.